No. 1
{"formula": "C5H14", "method": "wB97M-V/def2-TZVPD", "fmax_ev_per_a": 4.8, "homo_lumo_gap_ev": 11.5, "energy_ha": -198.80986, "multiplicity": 1, "smiles": "CCC.CC", "species": ["C", "C", "C", "H", "H", "H", "H", "H", "H", "H", "H", "C", "C", "H", "H", "H", "H", "H", "H"], "xyz": [[-1.896166, 0.075241, 2.160802], [-0.810468, -0.784806, 1.628708], [0.729950, -0.451671, 1.707347], [-2.744418, -0.297649, 2.714810], [-2.273634, 0.874866, 1.481886], [-1.701839, 0.651589, 3.200827], [-0.995223, -1.820277, 1.612045], [-0.965890, -0.849988, 0.496559], [1.206294, -0.400044, 0.757909], [0.730776, 0.371552, 2.423495], [1.291607, -1.232127, 2.323862], [0.613951, 0.162522, -1.972872], [1.319340, 0.837878, -3.112418], [-0.442091, -0.198461, -2.255759], [1.111503, -0.715720, -1.489174], [0.264746, 1.007746, -1.324818], [2.267317, 1.263621, -2.858614], [0.772359, 1.549230, -3.672726], [1.521892, -0.043506, -3.821873]], "forces_ev_per_angstrom": [[-0.45, 3.35, 3.36], [1.07, -0.53, -4.18], [-1.34, -1.55, 3.43], [-0.73, -1.58, -1.04], [0.41, -0.67, 0.41], [1.03, -0.55, -2.28], [-0.20, -1.66, 1.74], [-0.06, 1.10, 0.83], [0.29, 0.77, -0.48], [0.78, 0.74, -0.82], [-0.79, 0.59, -0.92], [-3.08, 0.79, 0.82], [0.95, -3.53, -1.59], [1.62, 0.10, -0.18], [-0.15, 1.23, -0.26], [0.82, -1.06, 0.62], [0.58, 0.23, 0.36], [-0.89, 0.73, -0.24], [0.14, 1.51, 0.41]], "nbo_charge": [-0.640, -0.445, -0.614, 0.231, 0.213, 0.200, 0.216, 0.203, 0.217, 0.217, 0.201, -0.624, -0.606, 0.204, 0.214, 0.207, 0.204, 0.209, 0.192]}



No. 2
{"formula": "C5H14", "method": "wB97M-V/def2-TZVPD", "fmax_ev_per_a": 4.4, "homo_lumo_gap_ev": 11.9, "energy_ha": -198.82341, "multiplicity": 1, "smiles": "CCC.CC", "species": ["C", "C", "C", "H", "H", "H", "H", "H", "H", "H", "H", "C", "C", "H", "H", "H", "H", "H", "H"], "xyz": [[-0.518401, -1.162672, 1.281975], [0.459403, -1.313736, 0.047970], [1.256976, -2.623892, -0.232929], [-0.594390, -0.104471, 1.670154], [-0.300076, -1.934882, 2.039162], [-1.466685, -1.552189, 0.864652], [-0.190731, -1.122340, -0.929667], [1.140096, -0.540660, -0.017242], [1.602778, -2.878172, 0.822838], [0.571895, -3.456499, -0.430164], [2.134757, -2.373903, -0.799878], [-0.674205, 1.996550, -1.224293], [-0.391278, 2.662564, 0.154282], [-0.041126, 1.112835, -1.404089], [-1.818870, 1.892462, -1.588946], [-0.409463, 2.848041, -1.940990], [-0.072164, 3.795161, 0.258321], [0.556197, 2.213887, 0.631292], [-1.244713, 2.541914, 0.797551]], "forces_ev_per_angstrom": [[0.21, -1.06, -1.33], [-2.78, -0.72, -2.46], [-1.22, 0.58, 4.16], [0.05, -1.40, -0.40], [0.34, 0.76, 0.18], [-0.03, 0.78, 0.54], [1.08, -0.31, 1.90], [1.55, 1.80, 0.35], [0.21, -0.02, -1.20], [0.60, 0.16, -0.93], [0.00, -0.61, -0.79], [-1.21, 2.84, -1.87], [1.92, 0.65, 0.99], [-0.67, 0.42, -0.05], [2.52, -0.34, 1.57], [0.23, -1.53, 0.34], [-1.06, -1.98, -1.10], [-1.64, 0.13, -0.53], [-0.09, -0.15, 0.64]], "nbo_charge": [-0.631, -0.379, -0.620, 0.225, 0.205, 0.209, 0.175, 0.188, 0.193, 0.214, 0.223, -0.642, -0.630, 0.221, 0.215, 0.212, 0.209, 0.206, 0.208]}



No. 3
{"formula": "C5H14", "method": "wB97M-V/def2-TZVPD", "fmax_ev_per_a": 5.0, "homo_lumo_gap_ev": 12.1, "energy_ha": -198.83883, "multiplicity": 1, "smiles": "CCC.CC", "species": ["C", "C", "C", "H", "H", "H", "H", "H", "H", "H", "H", "C", "C", "H", "H", "H", "H", "H", "H"], "xyz": [[-0.518882, -0.496735, 2.511429], [-0.507283, -0.025563, 1.080385], [-1.856868, 0.626689, 0.722277], [-1.523225, -0.650172, 3.012892], [0.086810, 0.105017, 3.272278], [-0.218653, -1.514842, 2.751246], [0.370290, 0.708836, 0.858264], [-0.297799, -0.977906, 0.443654], [-2.221341, 1.484116, 1.410941], [-1.750842, 1.191351, -0.263083], [-2.699158, -0.100912, 0.566825], [1.741392, 0.499660, -1.814765], [1.084457, -0.672231, -2.444192], [1.066950, 1.419037, -1.674366], [2.195338, 0.350455, -0.784071], [2.531063, 1.119606, -2.309653], [0.046586, -0.535422, -2.104065], [1.264711, -0.603762, -3.494850], [1.492378, -1.586317, -2.016819]], "forces_ev_per_angstrom": [[-0.17, -0.28, 3.51], [0.84, -0.42, -0.99], [-0.64, 1.73, -1.37], [0.46, 1.08, -0.96], [-0.83, -0.38, -1.23], [0.91, -0.28, -0.86], [-1.58, -1.32, 0.52], [-0.52, 1.84, 0.63], [0.80, -1.70, -0.59], [-0.15, -0.86, 0.93], [0.86, 0.57, 0.42], [1.46, 4.24, 2.29], [-0.22, 0.33, 1.09], [0.15, -1.55, 0.06], [-0.73, -0.18, -1.10], [-0.05, -1.43, -0.42], [0.05, -0.80, -0.85], [-0.53, -0.43, -0.78], [-0.11, -0.17, -0.31]], "nbo_charge": [-0.638, -0.428, -0.617, 0.209, 0.211, 0.214, 0.215, 0.206, 0.211, 0.205, 0.211, -0.623, -0.630, 0.198, 0.205, 0.210, 0.216, 0.215, 0.210]}



No. 4
{"formula": "C5H14", "method": "wB97M-V/def2-TZVPD", "fmax_ev_per_a": 4.2, "homo_lumo_gap_ev": 12.0, "energy_ha": -198.84178, "multiplicity": 1, "smiles": "CCC.CC", "species": ["C", "C", "C", "H", "H", "H", "H", "H", "H", "H", "H", "C", "C", "H", "H", "H", "H", "H", "H"], "xyz": [[-1.057423, -1.908457, 1.962989], [-0.038810, -1.096029, 1.103458], [0.685497, -0.084739, 2.054639], [-1.840891, -1.350244, 2.473652], [-1.390731, -2.750281, 1.207527], [-0.433089, -2.526975, 2.622187], [0.691415, -1.709529, 0.624252], [-0.429753, -0.423850, 0.270979], [0.501898, -0.223017, 3.148196], [1.799802, -0.206877, 2.048504], [0.414334, 0.958794, 1.829521], [0.816442, 1.681208, -2.204580], [-0.546326, 1.246519, -2.579630], [0.972701, 2.440548, -1.387845], [1.520115, 0.885191, -1.961525], [1.387336, 1.996433, -3.090364], [-1.366116, 1.901302, -2.378239], [-0.932992, 0.246280, -2.157293], [-0.753409, 0.923724, -3.586427]], "forces_ev_per_angstrom": [[1.14, -2.40, -3.26], [-0.70, 2.64, 1.17], [1.10, -0.07, 0.70], [0.10, -0.16, -0.26], [-0.46, 1.66, 1.60], [-0.34, 0.53, 0.45], [0.34, -0.80, -0.12], [-0.22, -1.24, 0.97], [-0.46, -0.15, -0.82], [-0.79, 0.36, -0.49], [0.30, -0.36, 0.04], [2.48, 0.54, -0.06], [-2.36, -2.93, 0.54], [-0.69, -0.65, -0.91], [-0.52, -0.61, 0.59], [-0.50, 0.81, 0.06], [-0.22, 0.90, 0.38], [0.96, 1.37, 0.45], [0.84, 0.55, -1.03]], "nbo_charge": [-0.614, -0.405, -0.624, 0.218, 0.203, 0.206, 0.200, 0.201, 0.201, 0.206, 0.206, -0.638, -0.634, 0.217, 0.213, 0.212, 0.213, 0.202, 0.215]}



No. 5
{"formula": "C5H14", "method": "wB97M-V/def2-TZVPD", "fmax_ev_per_a": 1.5, "homo_lumo_gap_ev": 12.2, "energy_ha": -198.87144, "multiplicity": 1, "smiles": "CCC.CC", "species": ["C", "C", "C", "H", "H", "H", "H", "H", "H", "H", "H", "C", "C", "H", "H", "H", "H", "H", "H"], "xyz": [[0.388984, 2.096289, -1.104417], [-0.712256, 1.038884, -1.127751], [-0.639903, -0.088343, -2.157962], [0.568514, 2.464438, -0.091947], [1.380575, 1.789857, -1.450002], [0.120862, 2.949123, -1.733189], [-1.590723, 1.619693, -1.402892], [-0.927202, 0.631863, -0.149072], [-1.652983, -0.340892, -2.493553], [-0.303764, -1.030648, -1.724970], [-0.056441, 0.075370, -3.063415], [0.732157, -1.178729, 1.408199], [0.078178, -1.622349, 2.695506], [1.757231, -0.844415, 1.601197], [0.899074, -1.984470, 0.687989], [0.294723, -0.330924, 0.900219], [0.770398, -2.018078, 3.438372], [-0.440970, -0.810694, 3.203034], [-0.666463, -2.415981, 2.564652]], "forces_ev_per_angstrom": [[0.78, 0.11, 0.15], [-0.45, 0.64, -0.94], [-0.45, -0.81, 0.03], [-0.21, 0.13, -0.02], [-0.16, -0.42, -0.07], [-0.01, -0.05, 0.10], [-0.35, -0.06, 0.24], [0.08, -0.05, 0.14], [0.07, 0.18, -0.04], [0.41, 0.06, 0.12], [0.14, 0.40, 0.15], [1.50, -0.09, -0.20], [-0.73, -0.31, 0.53], [-0.03, 0.09, 0.20], [-0.43, -0.03, 0.04], [-0.49, -0.12, 0.04], [0.28, 0.00, -0.20], [-0.01, 0.17, -0.08], [0.04, 0.18, -0.22]], "nbo_charge": [-0.612, -0.408, -0.613, 0.209, 0.203, 0.206, 0.197, 0.200, 0.206, 0.205, 0.208, -0.618, -0.614, 0.204, 0.206, 0.207, 0.206, 0.205, 0.204]}



No. 6
{"formula": "C5H14", "method": "wB97M-V/def2-TZVPD", "fmax_ev_per_a": 4.6, "homo_lumo_gap_ev": 12.1, "energy_ha": -198.82132, "multiplicity": 1, "smiles": "CCC.CC", "species": ["C", "C", "C", "H", "H", "H", "H", "H", "H", "H", "H", "C", "C", "H", "H", "H", "H", "H", "H"], "xyz": [[0.549955, 0.017885, -2.422816], [-1.066278, 0.063263, -2.581795], [-1.633094, 0.784597, -1.288819], [0.860192, -0.853528, -2.992278], [0.826538, -0.075240, -1.401664], [1.249781, 0.673125, -2.877810], [-1.333448, 0.427304, -3.581861], [-1.055797, -1.033242, -2.363950], [-0.947895, 0.563909, -0.369582], [-1.793496, 1.828103, -1.323821], [-2.610861, 0.390852, -0.948854], [0.937088, 0.386166, 2.855629], [0.776738, -1.180461, 2.706355], [1.937182, 0.807528, 2.397809], [0.229758, 0.789544, 2.225027], [0.939979, 0.771980, 3.899800], [-0.358499, -1.248286, 2.593648], [1.175799, -1.693851, 3.597541], [1.316358, -1.419655, 1.877433]], "forces_ev_per_angstrom": [[-1.01, -0.54, -1.64], [3.10, -0.10, 2.74], [0.35, -2.17, 1.00], [0.01, -0.73, 0.37], [0.12, -0.32, 0.88], [-0.04, 1.88, -0.33], [-0.39, -0.41, 0.55], [-1.73, 0.76, -0.86], [-0.98, 0.42, -1.76], [0.26, 1.27, -0.44], [0.32, -0.08, -0.50], [3.83, -0.57, 0.59], [-2.23, 2.74, 2.93], [-1.55, -1.10, 0.93], [-1.84, 1.39, -0.85], [-0.51, -0.31, -0.80], [1.69, -0.89, 0.12], [-0.44, 0.01, -0.50], [1.06, -1.26, -2.43]], "nbo_charge": [-0.613, -0.411, -0.613, 0.195, 0.198, 0.203, 0.220, 0.214, 0.195, 0.207, 0.205, -0.600, -0.604, 0.189, 0.196, 0.208, 0.204, 0.206, 0.202]}



What is the formula in the fifth record? C5H14